Entry w
50
Properties=species:S:1:pos:R:3 method="wB97M-V/def2-TZVPD" e_homo_ev=-8.4 homo_lumo_gap_ev=7.1
Rh 1.23712 -0.20874 0.32084
N -2.16625 0.00558 -2.42984
C -1.41726 -0.45586 -1.43182
N -0.71234 0.29888 -0.64061
C -0.66189 1.67873 -0.88131
N 0.05565 2.44369 -0.12388
N 0.69647 1.65366 0.80089
C 0.62522 1.93908 2.04348
C 0.83423 0.81072 2.95004
C 0.85290 0.91123 4.32580
C 0.89046 -0.25713 5.07638
C 0.88628 -1.47581 4.42697
C 0.86970 -1.50682 3.03862
N 0.84626 -0.38989 2.32220
C -1.46956 2.23731 -1.95554
C -1.47778 3.59934 -2.25590
C -2.22227 4.06540 -3.31673
C -2.96624 3.17663 -4.09536
C -2.96751 1.82728 -3.81400
C -2.21421 1.36454 -2.74064
H -2.63816 -0.65672 -3.02429
H -1.39307 -1.52675 -1.29276
H 0.22316 2.88954 2.37680
H 0.83992 1.88545 4.79429
H 0.92037 -0.20958 6.15645
H 0.91638 -2.40720 4.97293
H 0.90996 -2.43229 2.48424
H -0.87750 4.26538 -1.65258
H -2.22293 5.11992 -3.55538
H -3.54280 3.54633 -4.93265
H -3.53239 1.13156 -4.42200
C 0.61799 -1.34751 -4.65006
C 1.33955 -1.30218 -3.31756
C 2.78896 -1.74532 -3.46068
O 0.62191 -2.18459 -2.44541
C 1.30019 0.12424 -2.72126
O 0.80259 1.04011 -3.36063
O 1.82866 0.29972 -1.54384
H 0.63414 -2.36981 -5.02918
H 1.09574 -0.68351 -5.36761
H -0.41792 -1.02310 -4.54091
H 2.82367 -2.74909 -3.88740
H 3.29224 -1.75680 -2.49533
H 3.32754 -1.06308 -4.12116
H 1.18809 -2.38902 -1.68103
O 1.70250 -2.20335 0.11381
S 3.14669 -2.34846 0.65195
O 4.02597 -2.85281 -0.35902
O 3.12809 -3.05006 1.91005
S 3.42976 -0.31638 0.94979

=====

Entry x
50
Properties=species:S:1:pos:R:3 method="wB97M-V/def2-TZVPD" e_homo_ev=-8.2 homo_lumo_gap_ev=6.8
Rh 0.30495 -0.41625 1.01758
N 1.93964 3.09078 -0.78030
C 1.80756 1.86503 -0.27878
N 0.70859 1.42345 0.23876
C -0.42326 2.23976 0.32378
N -1.55395 1.81076 0.79082
N -1.46912 0.48778 1.13911
C -2.44678 -0.20883 1.54550
C -2.14049 -1.63662 1.78134
C -3.10094 -2.55820 2.13129
C -2.73740 -3.89640 2.25231
C -1.42321 -4.25809 2.04955
C -0.49554 -3.27423 1.71908
N -0.85079 -2.00706 1.58291
C -0.31479 3.60183 -0.18464
C -1.38916 4.49705 -0.15825
C -1.24933 5.75643 -0.69285
C -0.02565 6.15527 -1.24025
C 1.04512 5.29120 -1.26687
C 0.89361 4.00866 -0.74268
H 2.82809 3.37358 -1.16008
H 2.66866 1.20674 -0.29313
H -3.43942 0.21145 1.66980
H -4.12079 -2.23164 2.28114
H -3.47916 -4.64265 2.50311
H -1.10303 -5.28563 2.14133
H 0.54597 -3.49918 1.54997
H -2.32135 4.16801 0.27817
H -2.08593 6.44141 -0.68481
H 0.08114 7.14771 -1.65717
H 1.99677 5.59847 -1.68303
C 0.25992 -3.86462 -2.58937
C 0.80357 -2.62394 -1.90830
C 1.89657 -1.92967 -2.71267
O 1.23314 -2.99318 -0.60536
C -0.33686 -1.56266 -1.82120
O -1.17010 -1.52382 -2.70762
O -0.32830 -0.68442 -0.85282
H 1.07979 -4.54005 -2.84512
H -0.28338 -3.59155 -3.48831
H -0.41460 -4.38703 -1.90986
H 2.77579 -2.57343 -2.80204
H 2.19464 -0.99932 -2.22152
H 1.52952 -1.69754 -3.71130
H 1.97382 -2.44211 -0.32615
O 2.09799 1.68921 2.59070
S 2.01186 0.31914 3.05597
O 0.56596 -0.14541 3.13391
O 2.88369 -0.02800 4.13497
S 2.57694 -0.88219 1.41338

=====

Most stable to least stable, the ends of the list are entry w and entry x.

=====

Entry w
10
Properties=species:S:1:pos:R:3 method="wB97M-V/def2-TZVPD" e_homo_ev=-8.8 homo_lumo_gap_ev=8.5
C -1.25045 -1.06711 -0.23476
C 0.05257 -0.58635 0.41503
C -0.00069 0.89121 0.67614
H -2.09825 -0.81338 0.27915
H -1.21213 -0.48545 -1.12156
H -1.21985 -2.12037 -0.28150
H -0.78021 0.88791 1.39781
H 0.88380 1.40587 0.90066
S 1.23639 -1.61326 0.41025
Cl -0.48024 1.85359 -0.75747

=====

Entry x
10
Properties=species:S:1:pos:R:3 method="wB97M-V/def2-TZVPD" e_homo_ev=-8.8 homo_lumo_gap_ev=8.4
C -0.90287 -0.84734 -0.68093
C 0.47773 -0.24623 -0.20678
C 0.66201 0.88267 0.90056
H -1.54833 -1.14806 0.12920
H -1.30432 0.12037 -1.18062
H -0.83875 -1.70845 -1.41829
H 0.96154 0.41161 1.88065
H 1.42163 1.52641 0.56389
S 1.85059 -0.89128 -0.91077
Cl -0.77923 1.90030 0.92308

=====

Entry y
10
Properties=species:S:1:pos:R:3 method="wB97M-V/def2-TZVPD" e_homo_ev=-8.3 homo_lumo_gap_ev=9.2
C 2.71602 0.81249 0.07363
C 0.01887 0.14100 -0.08925
C -1.06267 -0.58213 0.14241
H 2.53004 1.32145 1.07820
H 2.57645 1.60163 -0.68730
H 3.77399 0.45670 0.09342
H 0.00342 1.19079 -0.28497
H -1.19765 -1.66844 0.24811
S 1.62704 -0.61548 -0.06550
Cl -2.57366 0.27750 -0.00942

=====

Most stable to least stable, the ends of the list are entry y and entry w.

=====

Entry w
13
Properties=species:S:1:pos:R:3 method="wB97M-V/def2-TZVPD" e_homo_ev=-9.0 homo_lumo_gap_ev=9.7
C -0.50305 1.40243 -0.32890
C 0.30387 -0.69886 0.49662
C 1.65539 -0.80743 0.39377
H -1.53821 -1.36363 -1.38548
H -2.28605 -1.01115 0.08668
H -1.06057 1.83393 -1.17493
H 0.74627 1.66614 1.04328
H -0.15600 -1.29006 1.29795
H 2.29046 -1.49413 0.92358
N -1.74749 -0.61185 -0.71826
N -0.55864 0.00354 -0.32414
N 0.24112 2.16677 0.35134
Cl 2.61291 0.20429 -0.66150

=====

Entry x
13
Properties=species:S:1:pos:R:3 method="wB97M-V/def2-TZVPD" e_homo_ev=-9.0 homo_lumo_gap_ev=9.6
C -1.72630 0.83722 -0.04213
C 0.45802 0.29554 -0.28879
C 1.53501 0.49786 0.53376
H -3.90905 -1.15684 -0.78276
H -3.85006 -1.13922 0.89338
H -1.46638 -1.30217 0.01221
H -2.57818 1.41501 0.25958
H 0.43608 -0.70583 -0.87464
H 1.65493 1.35820 1.16104
N -3.49363 -0.73532 0.01427
N -2.15326 -0.50494 0.19757
N -0.58068 1.29099 -0.33686
Cl 3.04149 -0.50635 -0.05945

=====

Entry y
13
Properties=species:S:1:pos:R:3 method="wB97M-V/def2-TZVPD" e_homo_ev=-8.4 homo_lumo_gap_ev=9.3
C 0.99388 0.32949 -1.06281
C -0.75809 1.21928 0.28035
C -1.82368 0.38188 0.42816
H -0.02650 -1.50742 0.66785
H 0.91484 -0.52463 1.45247
H 2.01886 -1.35916 -0.89514
H 1.71049 0.56494 -1.88898
H -0.68342 2.01824 1.00068
H -2.58287 0.61345 1.19907
N 0.94446 -1.29632 0.78849
N 1.29473 -0.84314 -0.51552
N 0.19230 1.25344 -0.71224
Cl -2.19500 -0.85004 -0.74239

=====

Entry z
13
Properties=species:S:1:pos:R:3 method="wB97M-V/def2-TZVPD" e_homo_ev=-8.2 homo_lumo_gap_ev=8.9
C 1.30169 -0.84811 0.08583
C -1.01236 -0.53921 0.38072
C -2.07952 -0.56154 -0.37821
H 0.07227 1.21800 -0.61927
H 0.71978 1.75023 0.87597
H 2.76779 0.60550 -0.16252
H 2.11869 -1.55966 -0.10617
H -0.95626 0.12488 1.26698
H -2.19252 -1.20494 -1.24600
N 0.90759 1.52874 -0.12884
N 1.76846 0.40696 -0.09738
N 0.10147 -1.24614 0.08209
Cl -3.51708 0.32529 0.04679

=====

Most stable to least stable, the ends of the list are entry y and entry x.

=====

Entry w
21
Properties=species:S:1:pos:R:3 method="wB97M-V/def2-TZVPD" e_homo_ev=-10.4 homo_lumo_gap_ev=10.7
O 0.82025 -2.02527 -14.18644
H 0.27923 -1.26343 -13.93089
H 0.46542 -2.28541 -15.04065
O -0.88984 0.23730 -13.34741
H -0.51197 0.91892 -13.91806
H -1.84132 0.29513 -13.46496
O 1.25631 2.04781 -14.27606
H 1.40206 2.86058 -13.78414
H 2.08151 1.88631 -14.74265
C 2.57684 -1.28667 -17.14148
C 2.23664 0.10852 -16.69325
C 3.27249 1.11436 -17.13428
O 0.93615 0.43185 -17.17920
H 1.83494 -1.99092 -16.76600
H 3.53751 -1.59039 -16.73084
H 2.56530 -1.39038 -18.22948
H 2.20103 0.05399 -15.59506
H 3.06503 2.11104 -16.73259
H 3.26949 1.20441 -18.22376
H 4.27203 0.79444 -16.84141
H 0.62684 1.22476 -16.73054

=====

Entry x
21
Properties=species:S:1:pos:R:3 method="wB97M-V/def2-TZVPD" e_homo_ev=-10.8 homo_lumo_gap_ev=10.9
C 0.29466 -1.74044 -1.33989
C -0.65271 -1.50112 -0.14572
C -1.41390 -0.22018 -0.25564
O 0.14483 -1.52704 1.06176
H 0.77152 -0.86169 -1.79009
H -0.28287 -2.31984 -2.07908
H 1.14187 -2.40486 -1.10117
H -1.17547 -2.46052 -0.05437
H -2.10328 -0.24843 -1.09907
H -0.79452 0.68552 -0.34304
H -1.79015 -0.15833 0.79108
H 0.86455 -0.89599 0.92510
H -1.08293 4.77352 2.07356
H 0.15003 5.53321 1.55493
O -0.58945 5.59538 2.16148
H 3.15723 -2.92227 -3.15114
H 1.98928 -3.66582 -3.10228
O 2.88654 -3.80923 -3.45161
H -1.26186 2.75765 3.00702
H 0.15346 2.35035 2.97485
O -0.40686 3.04014 3.36333

=====

Entry y
21
Properties=species:S:1:pos:R:3 method="wB97M-V/def2-TZVPD" e_homo_ev=-10.6 homo_lumo_gap_ev=11.1
C -1.47700 0.44737 0.79783
C -0.00952 0.91739 0.86244
C 0.17933 2.36512 1.27845
O 0.63505 0.01244 1.81381
H -2.11655 1.31685 0.79591
H -1.68303 -0.07149 -0.13532
H -1.70018 -0.15302 1.67608
H 0.41240 0.69254 -0.12376
H -0.71820 2.78459 1.71927
H 0.93046 2.41473 2.06831
H 0.51215 2.96620 0.43652
H 1.58313 0.17847 1.85440
H 0.43487 -1.61236 0.71643
H 0.83996 -3.02867 1.10789
O 0.51491 -2.51712 0.36212
H 1.18897 1.48182 -3.00180
H 1.05786 0.07115 -2.50027
O 0.57375 0.90635 -2.53345
H -0.31619 -2.57846 -1.78519
H -0.18291 -3.70894 -2.77492
O -0.65926 -2.88498 -2.63475

=====

Most stable to least stable, the ends of the list are entry w and entry x.

=====

Entry w
15
Properties=species:S:1:pos:R:3 method="wB97M-V/def2-TZVPD" e_homo_ev=-9.3 homo_lumo_gap_ev=9.9
C -1.13522 -1.09198 0.04421
C -0.30074 -1.13803 1.04715
C -1.64486 -0.03284 -0.73304
C 0.73592 -0.01870 1.20455
C 0.87768 0.88613 -0.01270
C 1.13396 0.56883 -1.32017
O -2.05627 0.95303 -0.24590
Cl 1.05322 2.62231 0.32618
H -1.93851 -1.84762 0.00201
H -0.23628 -1.91416 1.69400
H 0.43383 0.52499 2.11044
H 1.71667 -0.48112 1.20725
H 1.63030 -0.45123 -1.41840
H 1.44679 1.40204 -1.95710
H -1.71650 0.01835 -1.94848

=====

Entry x
15
Properties=species:S:1:pos:R:3 method="wB97M-V/def2-TZVPD" e_homo_ev=-8.2 homo_lumo_gap_ev=9.1
C 0.32393 1.69669 0.61471
C 0.36648 0.82060 -0.58062
C -1.63623 -0.51667 -0.40162
C -1.01995 -1.59795 0.14089
C 0.44576 -1.62779 0.08795
C 1.08772 -0.50645 -0.25910
H -0.18293 2.61068 0.40363
H 1.37838 1.93541 0.95349
H -0.12706 1.17727 1.48720
H 0.81550 1.31117 -1.43713
H -2.70331 -0.42234 -0.51869
H -1.59770 -2.39706 0.55070
H 0.96906 -2.56761 0.33379
O -0.93479 0.51098 -1.00392
Cl 2.81515 -0.42693 -0.37128

=====

Most stable to least stable, the ends of the list are entry x and entry w.

=====

Entry w
17
Properties=species:S:1:pos:R:3 method="wB97M-V/def2-TZVPD" charge=+1 multiplicity=2 e_homo_ev="-12.3 / -12.3" homo_lumo_gap_ev="7.9 / 4.0"
C -1.23898 -1.77450 1.16316
C -0.16883 -2.53713 1.37874
O 0.42461 -2.67746 2.58900
H -1.49640 -1.57609 0.13036
H -1.83849 -1.35021 1.95604
H 0.22450 -3.17982 0.59196
H 0.61411 -3.61076 2.76052
C -1.18534 1.66296 -1.23555
C 0.17320 1.95843 -1.17344
O 0.54442 3.14647 -1.57904
C 1.25470 1.05681 -0.67280
H -1.48763 0.74552 -0.74639
H -1.87229 2.40137 -1.62715
H 1.46340 3.12877 -1.92478
H 0.84379 0.14449 -0.24496
H 1.96436 0.85673 -1.47968
H 1.78087 1.60443 0.11401

=====

Entry x
17
Properties=species:S:1:pos:R:3 method="wB97M-V/def2-TZVPD" charge=+1 multiplicity=2 e_homo_ev="-14.5 / -15.5" homo_lumo_gap_ev="9.4 / 8.0"
C -0.19196 2.29905 -0.61956
C -0.65359 1.13316 0.15026
C -0.76569 -0.15002 -0.40822
O -0.30846 -0.36352 -1.64172
C -0.64103 -1.30387 0.45217
C -1.44707 -1.60220 1.50926
H -0.95598 3.02661 -0.88467
H 0.36170 1.96440 -1.49040
H 0.45223 2.84189 0.09074
H -0.97803 1.20911 1.18254
H 0.64466 -0.56984 -1.73874
H -0.02490 -2.09781 0.04648
H -1.89052 -0.85415 2.15368
H -1.46982 -2.65082 1.78027
H 3.26299 -0.63530 -0.50303
H 2.15789 -1.12185 0.41697
O 2.44759 -1.12484 -0.49602

=====

Most stable to least stable, the ends of the list are entry x and entry w.

=====

Entry w
17
Properties=species:S:1:pos:R:3 method="wB97M-V/def2-TZVPD" e_homo_ev=-10.1 homo_lumo_gap_ev=10.8
C 1.06060 0.08279 -0.18392
C 0.57662 1.52848 -0.38794
C -1.06530 -1.17008 0.37353
C 0.00342 -0.85008 -0.62834
N 1.55427 -0.14721 1.23719
O 3.55980 1.00074 -0.02739
O 3.34892 -1.42626 -0.30652
S 2.76790 -0.16230 -0.00048
H 1.41736 2.23172 -0.25148
H -0.39152 1.63419 0.04534
H 0.53244 1.66706 -1.51161
H -0.67272 -1.43967 1.38548
H -1.54493 -2.05154 0.14332
H -1.82391 -0.31229 0.49297
H -0.39415 -0.53105 -1.51706
H 0.51541 -1.84179 -0.89101
H 1.47002 0.60966 1.94556

=====

Entry x
17
Properties=species:S:1:pos:R:3 method="wB97M-V/def2-TZVPD" e_homo_ev=-9.6 homo_lumo_gap_ev=7.4
O -2.25914 0.38691 -1.68536
C -1.49746 0.17186 -0.75980
N -1.60904 0.79032 0.44112
C -0.57500 0.89297 1.56120
O -0.26882 -0.33839 2.11556
C -0.30093 -0.86509 -1.05307
C 1.11388 -0.37796 -0.89912
S 2.12403 -0.98486 0.44558
H -2.33047 1.56074 0.56898
H 0.29854 1.47572 1.17108
H -1.02036 1.52198 2.26788
H 0.61822 -0.47074 1.75220
H -0.47801 -1.72091 -0.37661
H -0.49551 -1.34501 -1.99655
H 1.23985 0.78598 -0.83251
H 1.58121 -0.49129 -1.93364
H 3.85902 -0.99226 -0.78694

=====

Entry y
17
Properties=species:S:1:pos:R:3 method="wB97M-V/def2-TZVPD" e_homo_ev=-7.0 homo_lumo_gap_ev=3.6
C -0.16448 0.57972 -0.78975
C 0.40055 0.31532 0.65499
C -0.94367 0.46813 1.04178
S -1.61000 1.41585 -3.33346
N 1.44298 0.99712 0.95391
C 0.98041 -1.61956 0.65915
O 0.18212 -2.08920 1.72411
O 0.82160 -2.07253 -0.43929
H -0.39844 1.64380 -0.91496
H 0.74362 0.49722 -1.42984
H -0.91938 -0.03195 -1.26496
H 1.57726 1.08942 1.96458
H -1.04558 1.39854 1.60031
H -1.55592 -0.32491 1.45756
H -1.42686 2.28610 -4.32863
H 2.00508 -1.59252 1.04426
H -0.08928 -2.96052 1.40024

=====

Entry z
17
Properties=species:S:1:pos:R:3 method="wB97M-V/def2-TZVPD" e_homo_ev="-7.7 / -7.7" homo_lumo_gap_ev="7.5 / 7.5"
C 2.39621 -0.44066 0.65075
C -1.16855 0.63791 0.07693
C 3.35645 0.51351 -0.01182
C -3.48229 -0.05957 -0.05469
N -2.02703 -0.22601 0.08228
O 0.14771 -1.68682 0.27536
O 0.81415 0.00048 -1.42041
S 0.75766 -0.17497 0.02902
H 2.34432 -0.63297 1.73691
H -1.17624 1.73820 -0.20838
H 2.89957 0.56722 -0.96158
H 4.35178 0.01140 0.03495
H 3.11227 1.54957 0.38409
H -3.95131 -0.57038 0.78425
H -3.84160 0.94589 -0.49620
H -3.75831 -0.68596 -0.97420
H -0.77479 -1.48685 0.07274

=====

Most stable to least stable, the ends of the list are entry w and entry y.

=====

Entry w
17
Properties=species:S:1:pos:R:3 method="wB97M-V/def2-TZVPD" e_homo_ev=-9.5 homo_lumo_gap_ev=10.4
C -0.85055 -0.74994 -1.37147
C 0.45090 -0.61755 -0.13816
C -0.29921 0.35410 0.86911
C 0.07275 1.77229 0.82973
N 0.72814 -1.86170 0.48607
O -2.88208 0.87990 -0.43009
O -2.36516 -1.28419 0.71431
S -1.91786 -0.11794 -0.00673
H -0.62216 -0.18628 -2.25379
H -1.01432 -1.72984 -1.34030
H 1.38831 -0.26613 -0.67213
H -0.12200 -0.07572 1.91069
H -0.28130 2.14195 -0.09864
H 1.08356 1.99841 0.82613
H -0.34295 2.49612 1.56665
H 0.37088 -2.65847 -0.06191
H 0.39734 -1.74368 1.45567

=====

Entry x
17
Properties=species:S:1:pos:R:3 method="wB97M-V/def2-TZVPD" e_homo_ev=-9.8 homo_lumo_gap_ev=10.3
C -0.06606 -1.07502 -0.67675
C 1.60855 -0.17628 0.13757
C -1.48434 -1.08613 -0.87783
C 1.44111 1.31398 -0.00779
N -2.59388 -0.35123 1.29489
O -1.45414 1.33429 0.05945
O -3.58618 0.61067 -0.89018
S -2.36047 0.27894 -0.19689
H 2.17728 -0.69953 -0.57073
H 0.55975 -1.75583 -1.31627
H 1.53020 -0.26520 1.17141
H -1.89202 -1.82488 -1.49629
H 1.62021 1.73126 -1.05550
H 2.32830 1.70524 0.54196
H 0.48226 1.53264 0.26134
H -2.81361 0.33799 2.04939
H -3.15987 -1.20093 1.37708

=====

Most stable to least stable, the ends of the list are entry w and entry x.